Below is a cluster of 12 separate species, C32H84Cl4O30S10 in total, with properties calculated with ωB97M-V with the def2-TZVPD basis set.

As for the spin multiplicity: 1. The calculation puts the HOMO energy at -10.549 eV. The frontier orbital gap comes out at 10.533 eV. The total energy is -9349.28240 a.u. As for the SMILES: CCOS(C)(=O)=O.CCOS(C)(=O)=O.CCOS(C)(=O)=O.CCOS(C)(=O)=O.CCOS(C)(=O)=O.CCOS(C)(=O)=O.CCOS(C)(=O)=O.CCOS(C)(=O)=O.CCOS(C)(=O)=O.CCOS(C)(=O)=O.ClCCl.ClCCl.

```
160
Properties=species:S:1:pos:R:3:forces:R:3
C 1.95568 -7.76752 -1.16183 0.21 -0.06 0.14
C 2.38712 -6.46059 -0.57516 0.59 -0.67 1.81
O 1.31279 -6.09248 0.35761 0.13 0.83 0.18
S 1.74983 -5.78433 1.86723 1.26 -0.56 0.51
C 0.21804 -5.72921 2.69462 0.10 -0.29 -1.09
O 2.48330 -6.95828 2.32367 -0.21 1.33 -0.39
O 2.33059 -4.45282 1.98704 -0.15 -1.50 -0.60
H 2.70454 -7.96935 -1.93534 -0.36 -0.55 -0.02
H 0.99323 -7.52621 -1.60997 -0.16 -0.73 -0.26
H 1.89025 -8.59084 -0.37909 0.09 1.14 -1.11
H 3.31569 -6.61109 -0.00506 -0.25 0.19 -0.01
H 2.57806 -5.66255 -1.27558 -0.44 0.28 -0.30
H 0.50018 -5.25888 3.63877 -0.61 -0.57 0.28
H -0.27187 -6.72398 2.63368 0.44 0.73 0.63
H -0.31175 -5.00353 2.10457 -0.68 0.50 0.01
C 0.93273 1.78773 3.07036 -1.70 -0.81 -2.01
C 1.73487 2.62685 2.19992 3.65 -0.61 0.00
O 1.10688 3.80613 1.82591 -1.80 0.93 -0.48
S 1.77065 4.73291 0.76038 -0.61 0.57 -0.53
C 0.69433 6.13033 1.09249 0.33 -0.32 -0.06
O 3.13585 4.95903 1.13655 -0.16 0.35 0.04
O 1.53839 4.27196 -0.59653 0.00 0.23 0.95
H 0.65010 2.28652 3.94416 -0.68 0.80 1.28
H 1.50825 0.95018 3.31916 0.92 -1.31 0.49
H 0.11334 1.42150 2.45739 -0.68 -0.23 0.49
H 2.55431 2.89088 2.85335 0.85 0.42 -0.32
H 2.18531 2.12241 1.31147 -0.56 0.12 0.68
H -0.35960 5.80385 1.11672 0.58 0.10 -0.40
H 0.95857 6.85175 0.32090 -0.38 0.07 -0.04
H 0.91162 6.54273 2.07293 0.24 -0.10 0.07
C 1.01308 3.97628 -5.20558 -0.59 0.60 -0.91
C -0.13415 4.90834 -4.84954 1.15 -0.71 2.07
O -1.20173 4.09805 -4.25949 -0.69 1.06 0.26
S -2.29073 5.08271 -3.55548 2.53 1.16 0.09
C -1.68053 5.01518 -1.87544 -0.27 1.96 -1.25
O -2.05156 6.42290 -4.06314 -0.78 -1.08 0.52
O -3.53761 4.45892 -3.67425 -1.99 -0.97 -0.24
H 1.73946 4.55316 -5.78881 -0.06 -0.15 0.01
H 0.62764 3.16849 -5.83332 0.21 0.00 0.06
H 1.52345 3.57804 -4.34719 0.00 -0.23 0.46
H 0.18438 5.61588 -4.04042 -0.02 -0.35 -0.99
H -0.58612 5.44346 -5.64300 0.06 0.52 -0.95
H -1.62271 4.00219 -1.61406 0.05 -1.39 0.63
H -2.31298 5.64824 -1.21934 0.43 -0.48 -0.47
H -0.69539 5.45720 -2.05619 0.00 -0.14 0.76
C -1.00604 0.23409 -5.98115 0.28 0.60 -0.34
C -2.40382 0.78593 -5.65832 2.03 1.75 -0.90
O -2.32495 1.30559 -4.31838 0.59 0.73 -0.12
S -3.01189 0.70881 -3.08214 -1.55 0.81 -0.32
C -4.72247 1.06725 -3.43853 -0.53 -0.43 1.71
O -2.87032 -0.68557 -3.01612 0.45 -2.57 -0.15
O -2.54151 1.43891 -1.94663 -0.56 0.91 -0.41
H -0.15638 0.94746 -5.91111 -0.94 0.02 0.33
H -0.93140 -0.11164 -6.99333 -0.36 -0.25 -0.75
H -0.73133 -0.60946 -5.37758 -0.15 -0.42 0.60
H -2.67786 1.66194 -6.30502 0.50 -0.60 0.66
H -3.18349 0.10356 -5.81980 -1.00 -1.36 0.33
H -4.73155 2.07853 -3.75301 -0.15 1.02 -0.64
H -5.15996 1.09213 -2.41999 -0.05 -0.21 -0.53
H -5.32979 0.38603 -4.07773 1.08 0.33 0.37
C 3.57517 -1.68647 -1.15802 0.86 -2.50 0.65
C 3.58396 -1.92685 0.36045 -1.03 2.01 -1.72
O 3.97380 -0.60854 0.86915 -0.45 -0.26 1.63
S 4.15874 -0.40008 2.45863 -1.81 1.65 -0.45
C 5.65729 -1.22613 2.71369 -0.43 -2.19 0.54
O 4.43267 1.03366 2.52924 -0.48 -1.66 0.33
O 3.05996 -0.96734 3.26825 2.12 0.80 -1.76
H 4.51764 -1.64997 -1.68711 0.64 -0.07 0.38
H 3.16008 -0.73635 -1.28691 -1.29 1.18 -0.59
H 3.03912 -2.55114 -1.58240 -0.23 0.77 -0.14
H 2.54340 -2.15570 0.59041 0.18 0.07 0.69
H 4.24318 -2.63377 0.75613 0.93 -1.35 0.33
H 6.41979 -0.62349 2.29256 0.75 0.48 -0.32
H 5.63326 -2.25535 2.26908 -0.03 1.00 0.29
H 5.74455 -1.35990 3.78706 0.28 0.17 0.15
C -0.45595 0.13670 5.96548 0.25 -0.44 1.05
C -0.07446 -1.21829 5.38214 -1.36 0.76 -0.73
O 0.64233 -2.00867 6.31807 -0.48 1.80 1.13
S 1.01026 -3.46301 6.06732 -1.26 -2.93 0.30
C 2.15673 -3.42055 4.81596 0.47 0.03 -0.67
O 1.63787 -3.87716 7.28599 -0.10 -0.01 -0.28
O -0.10947 -4.24679 5.54497 0.69 1.08 0.69
H -0.88963 0.78474 5.20962 -0.24 -0.21 -0.20
H 0.40444 0.67796 6.36327 0.06 -0.13 0.07
H -1.17852 -0.03274 6.78357 0.26 0.33 -0.33
H -1.03881 -1.71088 5.14827 0.82 -0.10 -0.33
H 0.56564 -1.06186 4.52490 -0.07 -0.24 -0.53
H 2.87111 -2.69848 5.06897 1.21 1.08 0.55
H 1.77940 -3.10660 3.84808 -0.32 -0.51 -0.05
H 2.64238 -4.38050 4.88382 0.04 -0.45 -0.57
C -2.71709 1.56520 2.33998 -0.91 -0.76 1.41
C -2.50667 2.64779 3.32670 -1.23 1.23 2.05
O -3.15556 3.87156 2.76930 0.88 -0.28 0.19
S -3.00098 5.19424 3.64100 -2.57 0.28 -0.97
C -4.14964 6.17568 2.60956 -0.94 0.69 2.57
O -3.46953 4.88741 4.96239 0.36 0.40 -0.23
O -1.75936 5.84320 3.41320 1.32 -0.12 0.23
H -3.79418 1.38577 2.18612 0.49 0.13 -0.13
H -2.29109 0.65802 2.75951 0.01 -0.20 0.15
H -2.20439 1.75646 1.45454 0.68 0.42 -1.78
H -3.04819 2.47012 4.31792 0.72 -0.02 -1.33
H -1.46799 2.89185 3.58024 -0.18 -0.15 -0.41
H -3.79247 5.97774 1.61553 -0.45 0.20 -0.46
H -4.11722 7.23680 2.94422 1.06 -0.55 -0.51
H -5.22281 6.04233 2.88922 0.79 -1.08 -0.83
C 0.74595 1.18821 -0.89417 -1.13 -0.08 -0.56
C -0.22341 0.02035 -0.91655 1.87 -0.53 1.23
O 0.05416 -0.58823 0.43714 -0.71 -0.33 -0.38
S -0.65417 -1.96468 0.76752 1.08 0.89 2.05
C -2.27193 -1.48258 0.55205 -1.50 0.11 0.07
O -0.18171 -2.97322 -0.10954 -0.04 -0.95 -1.35
O -0.45461 -2.19678 2.17050 0.23 0.21 -0.24
H 1.78482 0.93828 -0.82901 0.55 -0.47 -0.20
H 0.53951 1.81901 -0.02910 -0.34 0.12 -0.29
H 0.54692 1.70929 -1.82500 0.29 0.59 -0.03
H -1.24151 0.37455 -1.01573 0.23 -0.27 0.45
H 0.00609 -0.77897 -1.63654 -0.07 0.51 0.01
H -2.43167 -1.09689 -0.42440 -0.09 0.35 -0.89
H -2.44480 -0.72839 1.29667 0.06 0.47 0.17
H -3.02161 -2.23089 0.70968 0.22 -0.75 0.06
C -4.77942 -3.73222 -3.70349 2.32 -1.77 0.78
C -4.87431 -4.50003 -2.34867 0.40 2.40 -1.11
O -3.56832 -4.99898 -2.01955 0.73 -0.68 0.98
S -3.53883 -5.42827 -0.42675 -0.96 1.51 -2.61
C -1.98215 -6.16526 -0.20789 0.56 0.65 -0.96
O -3.64361 -4.13920 0.20799 0.09 -0.90 0.99
O -4.54067 -6.43551 -0.29034 -0.08 -0.05 0.77
H -4.37496 -4.36182 -4.51699 -0.27 0.02 0.37
H -3.97999 -3.00476 -3.48291 -0.70 0.30 -0.47
H -5.70457 -3.33788 -4.03681 -0.84 0.65 0.03
H -5.15236 -3.68744 -1.66369 0.02 -0.53 0.34
H -5.55312 -5.29344 -2.27585 -1.14 -1.08 -0.21
H -2.05587 -6.43597 0.81656 0.05 -0.73 0.98
H -1.16868 -5.40309 -0.24705 -0.54 -0.68 -0.51
H -1.95151 -7.04610 -0.88810 0.35 0.76 0.57
C 4.28651 6.29308 -2.46359 2.54 -2.26 1.58
C 4.09498 4.86198 -2.89599 -1.39 -0.55 -1.73
O 5.25614 4.02702 -2.88156 1.08 1.16 0.01
S 5.18386 2.69094 -2.11088 0.75 -3.15 1.64
C 5.20131 3.16617 -0.36752 -1.33 -0.39 -0.98
O 3.91479 2.00858 -2.32048 0.92 0.82 -0.31
O 6.43082 2.02465 -2.43951 -1.30 0.59 0.16
H 5.05101 6.78857 -2.99148 0.92 0.52 -1.06
H 4.69345 6.22812 -1.43725 -0.53 0.36 -0.12
H 3.43540 6.86940 -2.50564 -2.14 0.98 0.01
H 3.38189 4.33952 -2.27713 -0.71 0.27 0.13
H 3.78392 4.73017 -3.95740 -0.27 0.60 0.71
H 4.86514 2.35353 0.30851 0.48 0.10 -0.72
H 4.38268 3.89863 -0.32876 0.74 0.22 0.36
H 6.19926 3.50157 -0.16587 0.25 0.48 0.35
Cl -2.71584 -3.52904 3.78723 0.82 -0.02 0.17
C -4.21381 -2.90447 3.20022 -1.36 -0.14 0.53
Cl -4.54886 -1.17452 3.63812 0.33 -0.52 -0.18
H -4.28224 -3.00213 2.11406 -0.08 -0.03 0.45
H -4.96454 -3.48956 3.76025 0.06 0.47 -0.79
Cl -0.05879 -5.22226 -4.34200 0.35 0.05 0.18
C -0.22576 -3.87811 -3.18794 -1.33 -0.23 -0.05
Cl 0.91302 -2.58831 -3.34879 0.81 0.31 -0.32
H -1.19306 -3.44861 -3.41579 -0.16 -0.02 0.17
H -0.22669 -4.24031 -2.16708 0.23 -0.13 -0.05
```
Forces are in eV/Å.